No. 1
An isolated ion of composition C4H9IN5 and charge +1, computed with ωB97M-V/def2-TZVPD.

XYZ file:
```
19
Properties=species:S:1:pos:R:3:forces:R:3
C 1.65897 0.23971 -0.18039 -0.2 4.6 0.5
C 0.32305 0.93222 0.17888 -0.2 -2.1 0.5
N 0.53555 2.46498 0.00387 -3.0 -2.7 -1.8
C -0.81587 0.23332 -0.59679 -1.6 0.5 1.9
I -2.66932 1.23448 0.04508 0.2 0.2 -0.3
N -0.94419 -1.13848 -0.21532 0.6 -1.3 0.7
N -0.78197 -1.61301 1.03029 0.6 2.0 -0.6
C -0.86521 -2.89313 0.85927 -0.6 0.1 0.5
N -1.18604 -3.22824 -0.40254 0.6 0.4 -1.4
N -1.17034 -2.12251 -1.11237 -0.2 -0.3 1.5
H 1.85597 0.20967 -1.20049 -0.5 -0.5 -2.3
H 2.49083 0.93067 0.06192 -0.1 -0.9 1.1
H 1.63982 -0.67914 0.23242 0.7 -3.0 1.5
H -0.10192 0.64407 1.23464 1.7 1.3 -1.4
H 0.83797 2.72264 0.89491 1.1 1.2 1.6
H -0.42963 2.87286 -0.17412 1.2 -0.1 0.0
H 1.21786 2.56734 -0.76004 -0.4 0.6 0.4
H -0.88980 0.12456 -1.62254 0.4 0.8 -2.3
H -0.70572 -3.50200 1.72333 -0.2 -0.8 -0.1
```
Forces are in eV/Å.

net charge = +1
HOMO-LUMO gap = 9.78 eV
energy relative to the best compared isomer or geometry (same formula, charge and spin) = 26.4 kJ/mol
E_tot = -728.9486 Eh
F_max = 4.61 eV Å⁻¹
LUMO = -4.024 eV
HOMO energy = -13.806 eV
SMILES = C[C@@H]([NH3+])[C@H](I)n1ncnn1

No. 2
An isolated ion of composition C4H9INO3S and charge +1, computed with ωB97M-V/def2-TZVPD.

XYZ file:
```
19
Properties=species:S:1:pos:R:3:forces:R:3
C -0.56779 1.35792 -0.70276 -1.0 2.9 1.4
C -2.07909 -0.66577 -0.21698 0.8 -1.9 1.3
C -0.19598 0.14506 1.40304 -2.5 -2.5 -0.9
C -0.67399 -0.03306 -0.12416 -1.4 1.5 3.6
N 0.33716 -0.63926 -0.89547 3.0 -1.7 1.4
O 0.14783 -0.99511 -1.96903 -0.4 -1.1 -3.0
O 3.75392 -1.79845 0.74073 0.0 -1.0 1.1
O 1.51036 -0.69707 -0.32226 -1.3 0.1 0.2
S 3.53293 -0.98107 -0.37992 0.0 0.2 -1.7
I 3.79520 1.21753 0.27512 0.3 0.9 0.1
H -1.02335 2.06111 0.11086 1.2 -1.0 -1.4
H 0.50161 1.59746 -0.92297 -1.0 0.3 0.3
H -1.20311 1.56318 -1.55213 0.1 -0.4 -0.6
H -2.63307 -0.46283 0.71919 0.4 0.1 -0.5
H -2.04635 -1.79655 -0.29006 0.1 1.3 -0.1
H -2.65216 -0.28151 -1.00707 -0.6 0.4 -1.3
H -1.13995 0.44804 1.93947 1.3 0.3 -0.5
H 0.02450 -0.87719 1.82448 0.3 1.2 -0.3
H 0.61136 0.83756 1.36993 0.5 0.4 0.7
```
Forces are in eV/Å.

net charge = +1
HOMO-LUMO gap = 8.80 eV
energy relative to the best compared isomer or geometry (same formula, charge and spin) = 0.0 kJ/mol
E_tot = -1133.7153 Eh
F_max = 4.15 eV Å⁻¹
LUMO = -6.122 eV
HOMO energy = -14.919 eV

No. 3
An isolated ion of composition C4H9N and charge -1, computed with ωB97M-V/def2-TZVPD.

XYZ file:
```
14
Properties=species:S:1:pos:R:3:forces:R:3
C -0.34830 -2.17197 -1.08634 1.7 0.3 -0.8
C -0.23555 -1.11828 -0.15606 -4.4 -2.1 1.0
N 0.49709 -0.02596 -0.24862 4.8 2.4 -0.9
C 0.07834 1.38429 -0.16359 -2.4 -2.4 0.8
C 0.01086 1.62928 1.35329 1.2 0.3 1.7
H 0.42809 -2.71447 -1.68608 -0.3 1.0 0.6
H -1.25181 -2.66369 -1.05095 -1.9 -1.6 0.2
H -1.11888 -1.03056 0.59756 1.0 -0.3 -1.0
H 1.45993 -0.23996 0.10543 -0.5 1.3 -0.4
H -1.00168 1.36944 -0.61010 1.9 0.3 0.6
H 0.73055 2.09382 -0.69962 0.0 -0.2 0.2
H 1.08270 1.57990 1.75790 -1.1 0.0 -0.6
H -0.51325 0.81336 1.97494 0.4 1.2 -1.4
H -0.32738 2.63396 1.66742 -0.2 -0.3 -0.1
```
Forces are in eV/Å.

net charge = -1
HOMO-LUMO gap (spin up / spin down) = 3.17 / 6.36 eV
energy relative to the best compared isomer or geometry (same formula, charge and spin) = 224.9 kJ/mol
E_tot = -212.4058 Eh
F_max = 5.41 eV Å⁻¹
LUMO (spin up / spin down) = 4.547 / 4.277 eV
multiplicity = 2
expectation value of S² = 0.75
HOMO energy (spin up / spin down) = 1.375 / -2.079 eV

No. 4
C4H9N as an isolated structure, computed with ωB97M-V/def2-TZVPD.

XYZ file:
```
14
Properties=species:S:1:pos:R:3:forces:R:3
C -2.06359 -0.47010 -0.29003 2.7 -1.4 1.6
C -0.63594 -1.00454 -0.68950 -2.0 0.4 -1.0
C -0.36802 0.17261 0.13008 0.2 -0.3 -3.2
C 0.86538 0.53663 0.87199 0.5 -0.8 2.4
N 2.05129 0.62963 -0.04050 -1.2 -0.7 0.2
H -1.52360 0.52362 0.38311 -0.1 1.3 0.0
H -2.48325 0.12444 -1.10973 -0.4 -0.1 1.0
H -2.54692 -1.08213 0.49759 -0.3 0.6 -1.0
H -0.57775 -0.90152 -1.77330 0.5 -0.1 -0.1
H -0.50418 -2.07531 -0.47182 0.3 0.3 0.7
H 0.74791 1.43920 1.47144 -0.3 0.3 -0.2
H 1.13505 -0.22251 1.63880 0.2 0.1 -0.2
H 2.76058 1.22050 0.36932 -0.1 0.2 -0.2
H 1.77306 0.91624 -0.97151 0.1 0.4 0.2
```
Forces are in eV/Å.

HOMO-LUMO gap = 7.08 eV
energy relative to the best compared isomer or geometry (same formula, charge and spin) = 572.9 kJ/mol
E_tot = -212.3330 Eh
F_max = 3.40 eV Å⁻¹
LUMO = 0.521 eV
HOMO energy = -6.555 eV

No. 5
A 2-piece molecular cluster, C4H9N overall, computed with ωB97M-V/def2-TZVPD.

XYZ file:
```
14
Properties=species:S:1:pos:R:3:forces:R:3
C -0.22902 -1.23639 -1.72996 -0.1 -0.1 -0.2
N -0.43017 -0.51574 -0.47267 -0.4 0.2 -0.3
C 0.81242 -0.35721 0.28699 0.5 -0.8 0.0
C 0.00450 -1.22170 0.76605 1.2 -0.6 -0.7
H 0.64253 -1.91191 -1.73471 -0.1 0.1 0.1
H -1.13073 -1.81617 -1.94375 0.1 0.0 -0.1
H -0.10013 -0.48576 -2.51774 0.0 -0.2 0.0
H 1.73235 0.18424 0.17428 0.0 0.0 0.1
H -0.14108 -2.12791 1.30248 -0.4 -0.2 0.4
C -0.22568 1.89874 1.17416 -0.3 0.3 0.3
H 0.29347 2.21559 2.07906 -0.2 0.3 0.0
H 0.44117 2.05520 0.31564 -0.3 -0.3 0.2
H -1.13736 2.45550 0.98819 0.0 0.5 0.2
H -0.53227 0.86352 1.31199 0.1 0.8 -0.1
```
Forces are in eV/Å.

HOMO-LUMO gap = 9.27 eV
energy relative to the best compared isomer or geometry (same formula, charge and spin) = 419.9 kJ/mol
E_tot = -212.3912 Eh
F_max = 1.51 eV Å⁻¹
LUMO = 1.113 eV
HOMO energy = -8.160 eV
SMILES = CN1C=C1.C

No. 6
The molecule C4H9N, computed with ωB97M-V/def2-TZVPD.

XYZ file:
```
14
Properties=species:S:1:pos:R:3:forces:R:3
C -0.32760 -2.29070 0.74387 0.5 1.4 -1.5
C 0.26789 -0.90878 0.37966 -3.2 0.6 -1.5
C -0.62875 0.05470 -0.05291 -0.4 -3.1 2.7
C -0.39630 1.44476 -0.32218 1.1 1.0 -2.2
N 1.05377 1.54671 -0.72260 -0.2 1.3 0.3
H 0.29613 -2.74896 1.46006 0.4 -0.6 1.3
H -1.32263 -2.05714 1.08048 -0.4 -0.5 0.4
H -0.37611 -3.01472 -0.08621 0.0 0.5 0.0
H 1.32916 -0.75036 0.35799 0.2 0.2 0.1
H -1.73689 -0.15721 -0.05685 1.2 -0.4 0.2
H -1.23472 1.73146 -1.04460 1.6 0.2 0.3
H -0.37647 2.20682 0.42932 -1.3 -0.2 1.3
H 1.10789 2.02214 -1.62067 0.4 0.1 0.4
H 1.44588 2.14113 0.04805 0.1 -0.5 -1.7
```
Forces are in eV/Å.

HOMO-LUMO gap = 9.80 eV
energy relative to the best compared isomer or geometry (same formula, charge and spin) = 156.2 kJ/mol
E_tot = -212.4917 Eh
F_max = 4.14 eV Å⁻¹
LUMO = 1.061 eV
HOMO energy = -8.738 eV
SMILES = C/C=C/CN